Computed, not measured: 12 unconnected molecules or ions with the total composition C48H60N12, with wB97M-V/def2-TZVPD.

Calculated values
HOMO-LUMO gap, eV: 7.70
HOMO energy, eV: -7.26
Total charge: 0
ΔE to the lowest compared entry with this formula, charge and spin, kJ/mol: 200.8
DFT total energy, Ha: -2521.9351
SMILES: c1cc[nH]c1.c1cc[nH]c1.c1cc[nH]c1.c1cc[nH]c1.c1cc[nH]c1.c1cc[nH]c1.c1cc[nH]c1.c1cc[nH]c1.c1cc[nH]c1.c1cc[nH]c1.c1cc[nH]c1.c1cc[nH]c1

The geometry in XYZ format:
```
120
C48H60N12, DFT wB97M-V/def2-TZVPD
N -3.9553 0.7015 3.4458
C -4.8488 -0.3741 3.6190
C -4.4518 -1.4269 2.8614
C -3.2318 -1.0530 2.2058
C -3.0026 0.2353 2.5419
H -4.0569 1.6559 3.7604
H -5.7298 -0.2927 4.2384
H -4.8077 -2.4441 2.7900
H -2.6102 -1.6884 1.5923
H -2.2367 0.9240 2.2171
N -0.0994 1.2629 -0.9235
C -0.8714 0.3319 -0.3602
C 0.0190 -0.3717 0.4940
C 1.2687 0.1946 0.4685
C 1.1777 1.1898 -0.4489
H -0.3519 1.9441 -1.6251
H -1.8980 0.0800 -0.5815
H -0.2803 -1.2955 0.9666
H 2.1470 -0.1662 0.9830
H 1.8432 1.9415 -0.8472
N -5.2080 0.5409 0.3847
C -4.6733 1.5261 -0.3517
C -5.4784 1.6535 -1.4773
C -6.5251 0.7029 -1.3979
C -6.3510 0.0143 -0.1768
H -4.8161 0.1247 1.2173
H -3.8192 2.0432 0.0599
H -5.2540 2.2621 -2.3407
H -7.2801 0.5009 -2.1432
H -6.8772 -0.8129 0.2761
N 3.1726 6.8435 -1.2241
C 2.1514 6.6011 -0.3261
C 1.9123 5.2494 -0.4972
C 2.7157 4.7194 -1.5533
C 3.3805 5.8168 -2.0713
H 3.6093 7.7471 -1.3375
H 1.8373 7.3637 0.3712
H 1.2066 4.6310 0.0375
H 2.6541 3.6917 -1.8794
H 4.0585 5.9324 -2.9040
N -2.6703 -2.5046 -2.0842
C -2.3799 -3.7613 -1.7333
C -3.3363 -4.2723 -0.8171
C -4.2341 -3.1809 -0.6338
C -3.8526 -2.1349 -1.4610
H -2.0851 -1.9763 -2.7156
H -1.4753 -4.1610 -2.1674
H -3.3312 -5.2753 -0.4168
H -5.0542 -3.0972 0.0638
H -4.1599 -1.1092 -1.6024
N 4.8488 -0.1618 -0.3006
C 4.8585 1.0402 0.3306
C 5.0627 2.0077 -0.6215
C 5.1893 1.3989 -1.8584
C 4.9816 0.0193 -1.6563
H 4.7927 -1.0374 0.1996
H 4.7492 1.0716 1.4046
H 5.0753 3.0648 -0.4005
H 5.3255 1.8914 -2.8100
H 4.9643 -0.8281 -2.3257
N 4.3200 -1.1981 4.2025
C 3.2060 -0.8788 3.4310
C 2.2091 -1.8168 3.6303
C 2.8419 -2.8924 4.2870
C 4.1104 -2.5240 4.6174
H 5.1705 -0.6580 4.2726
H 3.1432 0.0624 2.9051
H 1.2036 -1.8936 3.2435
H 2.4338 -3.8418 4.6010
H 4.9433 -2.9738 5.1373
N 0.3040 -1.2110 -2.7901
C -0.2711 -1.2998 -4.0797
C -0.1010 -2.6166 -4.4993
C 0.8049 -3.2297 -3.6203
C 0.9660 -2.3834 -2.4870
H 0.3765 -0.4130 -2.1752
H -0.8210 -0.4565 -4.4706
H -0.4361 -2.9752 -5.4614
H 1.1429 -4.2443 -3.7712
H 1.6181 -2.4893 -1.6326
N -1.4658 4.2796 -2.5723
C -2.2928 3.1729 -2.8394
C -1.6177 2.1993 -3.5707
C -0.3014 2.6316 -3.7211
C -0.2331 3.8597 -3.1368
H -1.7579 5.0816 -2.0324
H -3.3300 3.2340 -2.5444
H -2.1615 1.2926 -3.7909
H 0.4213 2.1393 -4.3550
H 0.6621 4.4534 -3.0252
N -1.8933 5.9732 2.5477
C -1.1385 4.8735 2.1696
C -1.7898 4.2386 1.0796
C -2.9206 4.9706 0.7739
C -2.9975 6.0274 1.7255
H -1.7064 6.6494 3.2743
H -0.2080 4.5667 2.6238
H -1.4204 3.3401 0.6079
H -3.6303 4.6677 0.0182
H -3.6820 6.8567 1.8259
N -0.5333 -5.2387 2.9318
C -0.6754 -6.5187 2.4064
C -0.5724 -6.3596 1.0291
C -0.1509 -5.1037 0.7233
C -0.2014 -4.4172 1.9091
H -0.4806 -4.9516 3.8987
H -0.7146 -7.3610 3.0812
H -0.7110 -7.1549 0.3117
H 0.1792 -4.6764 -0.2120
H 0.0681 -3.4139 2.2043
N 4.6880 -3.0897 1.4053
C 5.9089 -3.3505 0.7729
C 5.6255 -3.7903 -0.5615
C 4.2839 -3.9050 -0.6222
C 3.7245 -3.1764 0.4204
H 4.6011 -2.7151 2.3392
H 6.8697 -3.3003 1.2636
H 6.2917 -4.2024 -1.3050
H 3.7219 -4.3012 -1.4550
H 2.6683 -3.0420 0.6019
```

Here are the Mulliken charges for atoms 1 to 99, given in e:
1 N 0.098
2 C -0.683
3 C -0.902
4 C 0.183
5 C -1.071
6 H 0.218
7 H 0.397
8 H 0.491
9 H 0.439
10 H 0.656
11 N 1.333
12 C -0.885
13 C 0.360
14 C 0.199
15 C -1.800
16 H -0.135
17 H 0.200
18 H 0.034
19 H 0.414
20 H 0.232
21 N -0.047
22 C -0.105
23 C -0.532
24 C -0.906
25 C -0.737
26 H 0.952
27 H 0.327
28 H 0.442
29 H 0.385
30 H 0.396
31 N 0.007
32 C -0.930
33 C 0.268
34 C -0.642
35 C -0.943
36 H 0.206
37 H 0.402
38 H 0.421
39 H 0.756
40 H 0.445
41 N 0.253
42 C -0.250
43 C -1.358
44 C -0.282
45 C -0.890
46 H 0.303
47 H 0.566
48 H 0.477
49 H 0.516
50 H 0.748
51 N 0.358
52 C -0.698
53 C -0.386
54 C -0.932
55 C -0.305
56 H 0.365
57 H 0.263
58 H 0.519
59 H 0.434
60 H 0.451
61 N -0.056
62 C -1.018
63 C -0.140
64 C -0.071
65 C -0.986
66 H 0.222
67 H 0.632
68 H 0.576
69 H 0.375
70 H 0.410
71 N 0.312
72 C -0.993
73 C -0.377
74 C -0.820
75 C 0.015
76 H 0.104
77 H 0.355
78 H 0.447
79 H 0.383
80 H 0.437
81 N 0.055
82 C -0.823
83 C -0.098
84 C -0.570
85 C -0.837
86 H 0.323
87 H 0.443
88 H 0.353
89 H 0.503
90 H 0.594
91 N 0.013
92 C -1.298
93 C 0.208
94 C -0.718
95 C -0.792
96 H 0.200
97 H 0.493
98 H 0.997
99 H 0.442

Computed, not measured: 8 unconnected molecules or ions with the total composition C48H60N9O4PS, with wB97M-V/def2-TZVPD.

Calculated values
HOMO-LUMO gap, eV: 7.31
HOMO energy, eV: -7.93
Total charge: 0
DFT total energy, Ha: -3397.5236
SMILES: CCNc1cc2c(c(CCCOC(C)=O)c1P(C)O)Sc1c(O)cccc1N2.c1cc[nH]c1.c1cc[nH]c1.c1cc[nH]c1.c1cc[nH]c1.c1cc[nH]c1.c1cc[nH]c1.c1cc[nH]c1

The geometry in XYZ format:
```
123
C48H60N9O4PS, DFT wB97M-V/def2-TZVPD
C 8.4824 -3.3536 -0.4110
C 7.2692 -4.3372 -0.9770
N 6.4030 -4.7798 0.1825
C 5.0581 -4.0555 0.0110
C 5.0029 -2.4895 0.5477
C 3.5406 -1.7301 0.4066
C 2.2252 -2.5241 -0.2529
C 2.2650 -4.0795 -0.7959
C 0.9712 -4.8826 -1.4028
C 0.1477 -4.0915 -2.5787
C -1.4471 -4.0631 -2.0753
O -2.3869 -3.6940 -3.1452
C -3.1941 -2.5884 -2.5390
C -4.4515 -2.8002 -1.5086
O -2.8321 -1.3410 -2.9275
C 3.7433 -4.8483 -0.6526
P 4.0685 -6.6624 -1.1972
C 3.0021 -7.8008 -0.0367
O 3.5828 -6.8728 -2.8795
S 0.6326 -1.4699 -0.3122
C 1.3148 0.2505 -0.7885
C 0.5826 1.2748 -1.8386
O -0.6940 0.9207 -2.5091
C 1.3649 2.7224 -2.1235
C 2.8150 3.1255 -1.4271
C 3.5135 2.0481 -0.4006
C 2.7710 0.6275 -0.0571
N 3.4437 -0.3079 0.9276
H 9.3351 -4.0586 0.0177
H 8.0353 -2.6530 0.4258
H 8.8788 -2.6591 -1.2693
H 7.7347 -5.3013 -1.4498
H 6.5945 -3.7073 -1.6969
H 6.7828 -4.3626 1.0836
H 5.8968 -1.9093 1.0359
H 0.2152 -5.1920 -0.5449
H 1.3704 -5.8931 -1.8921
H 0.4831 -2.9864 -2.7678
H 0.1307 -4.6423 -3.6226
H -1.7483 -5.1506 -1.6881
H -1.5135 -3.3651 -1.1139
H -4.8904 -1.7116 -1.2931
H -4.1548 -3.2286 -0.4503
H -5.3434 -3.4228 -1.9410
H 2.0090 -8.1302 -0.5654
H 2.8371 -7.2565 0.9994
H 3.7174 -8.7251 0.2057
H 3.2565 -5.9825 -3.2510
H -0.4121 0.7915 -3.4829
H 0.9148 3.5300 -2.8623
H 3.3988 4.1286 -1.6254
H 4.5498 2.2533 0.1081
H 2.8247 -0.2942 1.7798
N 0.9401 6.1101 -1.4546
C 0.9935 6.8901 -0.3289
C 0.2991 8.0518 -0.5827
C -0.1954 7.9668 -1.9061
C 0.2127 6.7563 -2.4199
H 1.3695 5.1997 -1.5567
H 1.5209 6.5533 0.5535
H 0.1624 8.8714 0.1108
H -0.7863 8.7085 -2.4280
H 0.0493 6.3013 -3.3877
N 7.6479 0.4502 -4.0594
C 7.2989 0.7292 -2.7637
C 6.1741 -0.0042 -2.4585
C 5.8364 -0.7566 -3.6088
C 6.7648 -0.4590 -4.5811
H 8.4346 0.8515 -4.5530
H 7.8782 1.4251 -2.1719
H 5.6538 0.0010 -1.5095
H 5.0058 -1.4422 -3.7161
H 6.8715 -0.8143 -5.5973
N -6.6242 -2.2184 2.1500
C -7.9895 -2.2635 2.2612
C -8.4972 -1.0901 1.7497
C -7.3997 -0.3125 1.3092
C -6.2557 -1.0345 1.5658
H -5.9881 -2.9454 2.4511
H -8.4815 -3.1237 2.6950
H -9.5449 -0.8236 1.6982
H -7.4396 0.6683 0.8532
H -5.2137 -0.8072 1.3844
N -7.1354 -0.2527 4.8572
C -7.0715 -0.7275 6.1413
C -7.3847 0.3075 6.9939
C -7.6527 1.4450 6.1955
C -7.4943 1.0699 4.8801
H -6.9480 -0.7938 4.0231
H -6.8077 -1.7580 6.3380
H -7.4179 0.2492 8.0741
H -7.9320 2.4314 6.5426
H -7.6046 1.6299 3.9611
N -1.3535 -3.7910 1.8207
C -1.7026 -3.5120 3.1163
C -2.8274 -4.2454 3.4215
C -3.1651 -4.9978 2.2712
C -2.2367 -4.7002 1.2989
H -0.5668 -3.3897 1.3270
H -1.1232 -2.8161 3.7082
H -3.3477 -4.2402 4.3705
H -3.9957 -5.6834 2.1640
H -2.1300 -5.0555 0.2827
N -5.7646 4.1749 5.5032
C -6.0731 4.7443 4.2953
C -6.0766 6.1117 4.4578
C -5.7530 6.3764 5.8100
C -5.5626 5.1627 6.4317
H -5.6958 3.1813 5.6814
H -6.2648 4.1293 3.4262
H -6.2881 6.8399 3.6856
H -5.6674 7.3478 6.2795
H -5.3026 4.9180 7.4530
N 4.6465 8.0658 -5.3462
C 4.2974 8.3448 -4.0505
C 3.1726 7.6114 -3.7454
C 2.8349 6.8590 -4.8956
C 3.7633 7.1566 -5.8680
H 5.4332 8.4671 -5.8399
H 4.8768 9.0407 -3.4587
H 2.6523 7.6166 -2.7964
H 2.0043 6.1734 -5.0029
H 3.8700 6.8013 -6.8842
```

Here are the Mulliken charges for atoms 1 to 99, given in e:
1 C -0.848
2 C -0.136
3 N -0.294
4 C -0.440
5 C -0.367
6 C -0.243
7 C 0.219
8 C 0.469
9 C 0.001
10 C -0.665
11 C 0.132
12 O -0.403
13 C 0.560
14 C -0.505
15 O -0.499
16 C -0.341
17 P 0.241
18 C -0.888
19 O -0.570
20 S 0.082
21 C 0.061
22 C 0.017
23 O -0.372
24 C -0.234
25 C -0.429
26 C -0.506
27 C -0.145
28 N -0.344
29 H 0.284
30 H 0.197
31 H 0.274
32 H 0.330
33 H 0.161
34 H 0.469
35 H 0.023
36 H 0.210
37 H 0.133
38 H 0.182
39 H 0.355
40 H 0.287
41 H 0.015
42 H 0.224
43 H 0.028
44 H 0.362
45 H 0.238
46 H 0.284
47 H 0.333
48 H 0.337
49 H 0.357
50 H 0.331
51 H 0.428
52 H 0.321
53 H 0.387
54 N 0.355
55 C -0.389
56 C -0.639
57 C -0.428
58 C -0.646
59 H 0.126
60 H 0.365
61 H 0.397
62 H 0.412
63 H 0.364
64 N 0.021
65 C -1.013
66 C 0.299
67 C -0.470
68 C -0.602
69 H 0.184
70 H 0.385
71 H 0.315
72 H 0.465
73 H 0.393
74 N 0.057
75 C -0.765
76 C -0.207
77 C -0.583
78 C -0.540
79 H 0.134
80 H 0.383
81 H 0.414
82 H 0.484
83 H 0.520
84 N 0.129
85 C -0.498
86 C -0.533
87 C -0.753
88 C -0.312
89 H 0.376
90 H 0.358
91 H 0.403
92 H 0.515
93 H 0.417
94 N 0.249
95 C -0.536
96 C -0.619
97 C -0.729
98 C -0.394
99 H 0.238